(1)
The ion C10H19FNO4S with charge -1, computed with ωB97M-V/def2-TZVPD.

Properties
electronic energy: -1245.974815 Ha
total charge: -1
E_HOMO: -4.66 eV
maximum force: 8.56 eV/A

Last column: Mulliken charge in e.
Element x y z (Å)
S: 2.56 -2.55 -0.89  1.1107
F: 1.38 -3.83 -1.04  -0.3315
O: 2.77 -2.01 -2.36  -0.5315
O: 3.81 0.48 -0.96  -0.6984
O: 3.37 0.59 1.44  -0.6497
O: 3.92 -3.07 -0.35  -0.5550
N: 1.36 -1.62 1.45  -0.3744
C: 0.31 -0.71 2.07  -0.5504
C: -1.56 -1.88 0.40  0.0310
C: 0.41 3.74 -0.87  -0.9026
C: 3.07 0.04 0.26  0.2591
C: -2.40 -0.87 -0.57  -0.7997
C: 1.89 -1.09 0.14  0.6797
C: -1.24 -1.30 1.90  -0.6779
C: -2.22 0.73 -0.26  -0.4757
C: -1.06 3.02 -1.18  -0.4328
C: -0.83 1.39 -0.92  0.0134
H: -1.36 3.18 -2.31  0.2690
H: 0.52 -0.74 3.25  0.2985
H: 1.01 -2.60 1.38  0.3800
H: -0.62 -2.26 -0.19  -0.0629
H: 0.58 4.73 -1.47  0.2969
H: -3.53 -1.22 -0.63  0.2932
H: -0.53 0.83 -1.91  0.2505
H: -1.28 -2.25 2.63  0.3062
H: 0.09 1.32 -0.20  -0.2443
H: 0.41 0.41 1.76  0.1586
H: 1.25 2.98 -1.21  0.2510
H: -1.97 -1.03 -1.68  0.2510
H: 0.96 -0.69 -0.47  -0.3098
H: -2.25 -2.84 0.55  0.3497
H: -2.06 -0.56 2.33  0.3037
H: -2.36 1.03 0.87  0.2684
H: -3.11 1.28 -0.84  0.3314
H: 0.59 3.93 0.29  0.2422
H: -1.88 3.45 -0.43  0.2523

(2)
A cluster of 2 separate species, C10H19N2 in total, computed with ωB97M-V/def2-TZVPD.

Properties
electronic energy: -501.620550 Ha
energy relative to the best compared isomer or geometry (same formula, charge and spin): 3.132 eV
total charge: +1
E_HOMO: -12.86 eV
maximum force: 4.32 eV/A

Last column: Mulliken charge in e.
Element x y z (Å)
N: 2.86 -1.46 -1.11  -0.3482
N: 0.88 -0.82 0.04  0.0014
C: 1.57 -1.28 -0.97  0.3619
C: -2.84 0.28 0.15  -1.4158
C: -0.70 -1.00 -1.55  -0.6457
C: 1.58 2.26 0.30  0.5196
C: 0.64 -1.33 -2.18  -0.7511
C: 0.26 2.92 0.21  -1.2268
C: -1.96 -1.83 1.62  -1.2586
C: -0.55 -0.81 -0.23  -0.3566
C: 1.97 1.48 1.29  -1.3551
C: -1.62 -0.54 0.81  0.8897
H: -0.45 2.66 0.94  0.4198
H: -1.92 -1.50 2.72  0.2929
H: 0.42 4.11 0.06  0.2967
H: -1.19 -2.48 1.34  0.3732
H: 0.95 -0.60 -2.82  0.4518
H: -3.32 -0.39 -0.62  0.2903
H: -1.22 0.33 1.38  0.1654
H: -2.28 1.14 -0.34  0.2750
H: 3.01 1.14 1.43  0.3999
H: -0.35 2.64 -0.58  0.3168
H: -3.52 0.38 0.94  0.5118
H: 2.38 2.31 -0.46  0.3172
H: 3.41 -1.15 -0.37  0.2322
H: 1.44 1.47 2.28  0.3600
H: -1.62 -1.19 -2.07  0.4331
H: 0.75 -2.36 -2.58  0.4390
H: 3.22 -1.63 -2.06  0.2684
H: 1.10 -0.47 0.98  0.3577
H: -2.89 -2.31 1.44  0.3840